i:
C4H10NOS | wB97M-V/def2-TZVPD

Geometry (Å):
C (-1.775, 0.685, 0.248)
O (-2.102, 0.086, 1.418)
C (-0.472, -0.079, -0.271)
C (0.756, 0.566, 0.340)
C (2.022, -0.211, 0.106)
S (2.251, -0.736, -1.582)
N (-0.828, -1.471, -0.075)
H (-2.571, 0.711, -0.547)
H (-1.447, 1.748, 0.465)
H (-0.313, -0.037, -1.427)
H (0.869, 1.556, -0.138)
H (0.606, 0.600, 1.440)
H (2.128, -1.088, 0.794)
H (2.827, 0.507, 0.496)
H (-0.515, 0.392, -2.229)
H (-1.445, -1.239, 0.776)
H (0.010, -1.989, 0.186)

Values from the calculation:
LUMO in hartree: 0.0633
Net charge: -1
Highest occupied orbital energy in eV: -3.39

ii:
C4H10NOS | wB97M-V/def2-TZVPD

Geometry (Å):
C (-1.290, 0.831, 0.362)
C (-0.301, 0.169, -0.628)
C (1.075, 0.789, -0.211)
S (1.069, 2.593, -0.517)
N (-0.015, -1.324, -0.662)
C (0.364, -1.806, 0.747)
O (-0.497, -1.461, 1.833)
H (-1.193, 1.949, 0.414)
H (-0.831, 0.388, 1.258)
H (-2.226, 0.288, 0.016)
H (-0.485, 0.355, -1.718)
H (1.873, 0.131, -0.675)
H (1.300, 0.769, 0.840)
H (0.349, 2.343, -1.657)
H (-0.952, -1.761, -0.846)
H (1.417, -1.381, 0.880)
H (0.343, -2.872, 0.563)

Values from the calculation:
LUMO in hartree: 0.1162
Net charge: -1
Highest occupied orbital energy in eV: -2.73
SMILES string: C[C@@H](CS)NC[O-]

Which structure loses on stability? i does.

i:
C10H20N3OS | wB97M-V/def2-TZVPD

Geometry (Å):
H (3.266, -3.123, -0.422)
N (3.329, -2.128, -0.022)
C (2.276, -1.640, 0.411)
C (0.837, -2.114, 0.530)
S (-0.028, -1.011, -0.716)
C (-1.549, -0.383, 0.331)
C (-2.733, -0.165, -0.569)
C (-3.105, -1.350, -1.383)
C (-3.946, 0.172, 0.312)
C (2.553, -0.168, 0.844)
N (2.098, 0.783, -0.078)
C (3.041, 1.004, -1.231)
C (1.854, 2.179, 0.529)
O (1.107, 3.015, -0.310)
C (0.490, 2.617, 0.807)
N (-0.486, 2.553, 1.530)
H (-1.337, 3.074, 1.398)
H (0.492, -1.994, 1.537)
H (0.513, -3.065, 0.169)
H (-1.330, 0.447, 0.955)
H (-1.610, -1.207, 1.135)
H (-2.263, 0.447, -1.295)
H (-3.308, -2.290, -0.899)
H (-4.009, -1.133, -2.073)
H (-2.170, -1.536, -1.923)
H (-4.130, -0.647, 1.012)
H (-4.927, 0.436, -0.265)
H (-3.767, 0.988, 0.994)
H (3.599, -0.043, 1.033)
H (1.726, 0.041, 1.638)
H (1.153, 0.375, -0.461)
H (3.948, 1.566, -0.841)
H (3.224, 0.038, -1.698)
H (2.488, 1.609, -2.038)
H (2.705, 2.656, 1.057)

Values from the calculation:
LUMO in hartree: -0.0913
Net charge: +1
Highest occupied orbital energy in eV: -13.02
SMILES string: [H]/N=C(\CSCC(C)C)C[N@H+](C)[C@H]1O/C1=N\[H]

ii:
C10H20N3OS | wB97M-V/def2-TZVPD

Geometry (Å):
C (0.520, -0.284, 0.127)
C (1.815, 0.011, -0.211)
C (0.130, -1.628, 0.552)
C (3.024, -0.882, -0.320)
C (1.380, -2.526, 0.791)
C (2.454, -2.324, -0.347)
C (0.948, 2.497, 0.405)
C (-4.082, -0.763, 0.112)
C (-1.138, 1.072, -0.977)
C (-2.169, 0.010, -1.219)
N (0.328, 3.521, -0.116)
N (1.273, 2.391, 1.686)
N (-0.416, 0.804, 0.223)
O (-2.899, -0.030, 0.022)
S (2.147, 1.624, -0.759)
H (-0.538, -1.631, 1.401)
H (-0.338, -2.101, -0.319)
H (3.512, -0.811, -1.389)
H (3.811, -0.676, 0.448)
H (1.893, -2.459, 1.762)
H (0.870, -3.526, 0.757)
H (1.914, -2.330, -1.275)
H (3.336, -2.994, -0.290)
H (-4.610, -0.504, -0.739)
H (-4.516, -0.299, 1.001)
H (-3.876, -1.776, 0.168)
H (-1.568, 2.110, -0.810)
H (-0.489, 1.102, -1.835)
H (-2.781, 0.408, -2.031)
H (-1.647, -1.047, -1.415)
H (-0.344, 4.103, 0.328)
H (0.767, 4.030, -0.924)
H (0.789, 2.976, 2.325)
H (1.688, 1.483, 1.952)
H (-1.190, 0.452, 0.916)

Values from the calculation:
LUMO in hartree: -0.1035
Net charge: +1
Highest occupied orbital energy in eV: -11.81

Which structure loses on stability? i does.

i:
C3H2O2 | wB97M-V/def2-TZVPD

Geometry (Å):
C (1.333, -1.261, 0.786)
C (-0.183, -0.377, -0.395)
C (-0.961, 0.736, 0.002)
O (-1.842, 1.397, 0.430)
O (0.109, 1.006, -0.716)
H (2.106, -0.447, 1.052)
H (-0.563, -1.054, -1.159)

Values from the calculation:
LUMO (spin up / spin down) in hartree: -0.0646 / -0.0641
Net charge: 0
Highest occupied orbital energy (spin up / spin down) in eV: -9.93 / -9.89

ii:
C3H2O2 | wB97M-V/def2-TZVPD

Geometry (Å):
C (0.256, 0.478, 0.894)
C (-0.698, 1.640, 1.322)
C (-0.181, 0.651, -0.578)
O (1.046, 0.884, -0.178)
O (-1.034, 1.839, 0.099)
H (0.535, -0.519, 1.118)
H (-0.624, 0.059, -1.478)

Values from the calculation:
LUMO in hartree: 0.0123
Net charge: 0
Highest occupied orbital energy in eV: -9.29

Which structure loses on stability? i does.